A 4-piece molecular cluster, C30H47ClN3O9 overall at a distorted geometry. Source: OMol25; level of theory: ωB97M-V/def2-TZVPD.

LUMO energy = -5.371 eV
F_max = 9.26 eV Å⁻¹
Calculated total energy = -67265.4106 eV
HOMO level = -10.14 eV

Geometry as ORCA input:
```
! RIJCOSX wB97M-V def2-TZVPD def2/J DEFGRID3
* xyz 1 1
H 1.048 1.785 -4.831
H -0.136 2.219 -2.999
H 9.163 -2.395 3.494
H 4.138 -1.302 5.302
H -3.836 -3.546 -3.119
H 6.376 -3.280 1.510
H -0.277 4.847 1.400
H -1.440 3.574 1.533
H 2.749 -0.328 -2.240
O 6.828 -1.399 4.284
C -4.812 1.319 -2.363
O -2.637 2.559 -3.159
H 6.033 -1.006 2.447
C -5.502 -1.491 -5.074
H -8.578 1.600 -3.528
C -7.649 1.527 -2.808
C 2.198 1.440 1.874
H -0.308 -1.675 7.876
H 0.128 3.978 -2.370
O 3.799 -1.520 0.876
C -6.108 1.443 -3.391
H -5.179 -4.491 -5.707
C -0.335 2.923 -2.056
O -1.238 -1.431 5.502
C -5.113 1.286 -0.732
C 2.026 0.588 -2.332
C 0.464 2.458 -0.702
H 2.753 1.138 2.886
O 7.880 -1.239 6.256
H -6.975 -3.073 -4.776
N 0.228 3.029 0.697
H -6.833 1.333 1.019
H 3.799 1.707 -3.425
H 2.474 0.368 4.521
H -2.411 2.535 -0.944
H -4.460 -5.536 -4.467
C -7.945 1.488 -1.178
O -5.360 -0.314 -5.401
H 4.954 1.184 -0.442
C -3.264 1.239 -2.940
C 3.790 -0.294 0.348
H 0.666 -2.896 7.015
H -3.449 -4.418 -5.413
C 2.608 1.739 -3.366
C 6.445 -3.102 2.587
H 1.352 -1.315 7.475
H 2.342 2.845 -3.004
C -1.963 3.030 -1.904
O 0.821 -0.755 4.932
H 5.485 -3.353 3.048
H 1.029 0.172 -2.830
H -1.357 5.226 -1.376
C 1.660 1.302 -0.880
H -2.504 5.077 -2.913
C 2.178 -0.395 5.249
H -6.670 -2.595 -6.467
H 2.832 -2.388 5.814
H -5.574 -3.571 -3.340
H 7.749 -1.358 2.400
H -9.050 1.515 -0.729
H -3.353 0.735 -4.015
C -0.053 -1.300 5.806
H 2.020 0.434 -4.887
C -6.752 -2.238 -5.439
Cl 0.607 3.322 3.627
C 3.100 -1.592 5.114
O 5.042 0.172 -0.335
N -0.720 4.026 0.929
H 2.240 0.077 6.233
H -4.206 1.203 0.037
H 7.185 -3.791 3.004
C 2.565 0.794 0.412
N 2.049 1.488 -4.753
C 1.009 2.567 1.945
C 7.886 -1.634 5.091
C -4.626 -3.465 -3.874
H 3.029 -2.018 4.108
H -7.601 -1.552 -5.360
C -4.420 -4.542 -4.922
H -5.953 1.478 -4.564
H -2.567 0.581 -2.228
H 8.875 -3.503 4.862
O -4.501 -2.154 -4.454
C -6.643 1.371 -0.139
C 9.027 -2.461 4.573
H -3.188 4.901 -1.070
H 9.954 -2.091 5.020
C -2.306 4.666 -1.835
C 6.807 -1.657 2.868
C 0.461 -1.828 7.114
*
```